(1)
Below is the molecule C6H11N, with properties calculated with ωB97M-V/def2-TZVPD.

The value obtained for the HOMO-LUMO gap is 9.449 eV. As for the energy: -289.93757 a.u. For the energy relative to the best compared isomer or geometry (same formula, charge and spin), the calculation gives 21.4 kcal per mole. The HOMO energy is -8.30 eV. Its structure (SMILES) is C/C=N/C(C)=C/C.

ORCA input file:
```
! wB97M-V def2-TZVPD RIJCOSX def2/J DEFGRID3
* xyz 0 1
C -2.530 -0.032 2.018
C -1.379 0.339 1.155
N -0.538 -0.517 0.781
C 0.495 -0.260 -0.107
C 1.828 -0.766 0.361
C 0.263 0.281 -1.307
C 1.281 0.460 -2.388
H -2.505 -1.091 2.254
H -3.461 0.202 1.500
H -2.511 0.551 2.938
H -1.313 1.399 0.879
H 2.344 0.009 0.928
H 2.461 -1.055 -0.474
H 1.676 -1.621 1.014
H -0.751 0.575 -1.551
H 0.795 0.689 -3.331
H 1.883 -0.440 -2.522
H 1.962 1.277 -2.147
*
```

***

(2)
Below is a structure of composition C24H43MgNP2, with properties calculated with ωB97M-V/def2-TZVPD.

The value obtained for the HOMO-LUMO gap (spin up / spin down) is 4.363 / 4.348 eV. As for the energy: -1877.35704 a.u. For the energy relative to the best compared isomer or geometry (same formula, charge and spin), the calculation gives 117.9 kcal per mole. The HOMO energy (spin up / spin down) is -5.00 / -4.96 eV.

ORCA input file:
```
! wB97M-V def2-TZVPD RIJCOSX def2/J DEFGRID3
* xyz 0 1
P -1.337 -1.968 -3.178
P 0.164 1.589 -4.787
C -1.634 -0.736 -4.520
C -0.384 -0.147 -5.197
H -2.255 0.072 -4.084
H -2.258 -1.259 -5.263
H 0.485 -0.797 -5.036
H -0.544 -0.125 -6.290
C -1.406 2.312 -5.689
H -1.289 3.379 -5.928
H -2.309 2.177 -5.090
H -1.541 1.779 -6.643
C 1.033 2.315 -6.342
H 0.414 2.243 -7.249
H 1.999 1.844 -6.574
H 1.213 3.389 -6.168
C -2.485 -3.331 -3.509
H -2.288 -4.189 -2.859
H -2.439 -3.658 -4.548
H -3.503 -3.004 -3.273
C 0.388 -2.597 -3.306
H 1.098 -1.790 -3.545
H 0.510 -3.413 -4.042
H 0.695 -2.980 -2.315
Mg -1.422 -0.974 -1.254
C 1.248 4.121 -3.327
C 0.165 3.245 -3.535
C -0.185 2.211 -2.408
C 1.044 1.483 -1.808
C 2.179 1.149 -2.682
C 2.030 1.396 -4.064
C 3.000 2.649 -4.236
C 2.658 3.779 -3.269
C -0.617 -2.793 -0.343
H 1.011 5.172 -3.149
H -0.730 3.804 -3.858
H -0.893 1.437 -2.803
H -0.759 2.669 -1.589
H 1.472 2.071 -0.986
H 0.686 0.567 -1.289
H 2.924 0.419 -2.328
H 2.488 0.609 -4.680
H 3.008 3.098 -5.228
H 4.036 2.289 -4.078
H 3.001 3.545 -2.247
H 3.250 4.659 -3.558
H 0.204 -2.399 0.281
H -0.233 -3.597 -0.982
H -1.382 -3.210 0.323
C -3.158 0.264 0.699
N -1.781 -0.100 1.052
C -1.799 -0.931 2.263
C -0.946 1.098 1.373
C 0.527 0.796 1.254
C 1.480 1.858 1.399
C 2.806 1.650 1.027
C 3.233 0.369 0.671
C 2.307 -0.710 0.669
C 0.996 -0.432 0.890
H -3.750 -0.658 0.595
H -3.160 0.791 -0.270
H -3.630 0.909 1.462
H -0.814 -1.372 2.422
H -2.059 -0.309 3.140
H -2.546 -1.726 2.169
H -1.220 1.927 0.697
H -1.172 1.428 2.412
H 1.125 2.835 1.738
H 3.505 2.494 0.997
H 4.272 0.202 0.397
H 2.657 -1.719 0.499
*
```

***

(3)
Below is a structure of composition C5H11O2, with properties calculated with ωB97M-V/def2-TZVPD.

The value obtained for the HOMO-LUMO gap is 5.781 eV. As for the energy: -347.42867 a.u. For the energy relative to the best compared isomer or geometry (same formula, charge and spin), the calculation gives 138.7 kcal per mole. The HOMO energy is -2.27 eV.

ORCA input file:
```
! wB97M-V def2-TZVPD RIJCOSX def2/J DEFGRID3
* xyz -1 1
C 1.316 -0.743 1.161
O 2.664 -0.919 0.081
C 0.754 0.607 0.774
C 0.396 0.589 -0.714
C -0.863 -0.194 -1.121
C -2.184 0.282 -0.386
O -3.389 -0.206 -0.757
H 0.489 -1.423 1.368
H 1.863 -0.627 2.081
H 1.673 -1.397 0.167
H -0.127 0.915 1.354
H 1.514 1.382 0.925
H 0.393 1.644 -1.015
H 1.232 0.153 -1.255
H -0.737 -1.237 -0.775
H -0.923 -0.221 -2.211
H -2.191 1.394 -0.359
H -1.880 0.000 0.683
*
```

***

(4)
Below is a structure of composition C49H36N5Y, with properties calculated with ωB97M-V/def2-TZVPD.

The value obtained for the HOMO-LUMO gap is 5.842 eV. As for the energy: -2201.10544 a.u. For the energy relative to the best compared isomer or geometry (same formula, charge and spin), the calculation gives 0.0 kcal per mole. The HOMO energy is -7.02 eV.

ORCA input file:
```
! wB97M-V def2-TZVPD RIJCOSX def2/J DEFGRID3
* xyz 0 1
Y 0.490 -0.089 0.097
C 0.938 7.318 2.346
C 1.944 6.503 1.845
C 1.646 5.221 1.413
C 0.341 4.729 1.481
C -0.660 5.555 1.986
C -0.362 6.840 2.414
C 0.073 3.341 1.009
C -0.352 2.401 1.962
C -0.550 2.680 3.366
C -0.956 1.527 3.947
C -0.998 0.524 2.911
N -0.624 1.084 1.722
C -1.333 -0.823 3.107
C -1.343 -1.814 2.115
C -1.812 -3.165 2.295
C -1.709 -3.785 1.094
C -1.194 -2.814 0.160
C -1.031 -3.027 -1.217
C -1.258 -4.416 -1.719
C -2.543 -4.918 -1.899
C -2.736 -6.207 -2.373
C -1.645 -7.010 -2.673
C -0.360 -6.518 -2.497
C -0.168 -5.229 -2.024
C -0.706 -2.060 -2.183
N -0.376 -0.758 -1.936
C -0.123 -0.173 -3.140
C 0.261 1.161 -3.337
C 0.521 1.606 -4.737
C -0.524 1.912 -5.603
C -0.263 2.329 -6.900
C 1.046 2.446 -7.347
C 2.093 2.142 -6.489
C 1.832 1.726 -5.192
C 0.378 2.125 -2.329
C 0.525 3.539 -2.560
C 0.455 4.145 -1.350
C 0.277 3.106 -0.365
N 0.253 1.892 -0.989
C -0.312 -1.138 -4.197
C -0.674 -2.303 -3.605
N -0.962 -1.638 0.817
C -1.697 -1.241 4.491
C -2.899 -0.847 5.072
C -3.213 -1.237 6.366
C -2.331 -2.022 7.094
C -1.132 -2.420 6.520
C -0.818 -2.035 5.225
H 1.169 8.322 2.677
H 2.964 6.863 1.793
H 2.427 4.576 1.029
H -1.679 5.191 2.029
H -1.149 7.476 2.800
H -0.383 3.632 3.841
H -1.188 1.359 4.986
H -2.197 -3.572 3.216
H -1.979 -4.800 0.850
H -3.393 -4.287 -1.665
H -3.740 -6.586 -2.512
H -1.794 -8.015 -3.047
H 0.497 -7.139 -2.725
H 0.836 -4.846 -1.892
H -1.547 1.823 -5.257
H -1.083 2.567 -7.566
H 1.249 2.775 -8.358
H 3.116 2.228 -6.832
H 2.649 1.491 -4.520
H 0.633 4.003 -3.527
H 0.483 5.202 -1.143
H -0.197 -0.937 -5.250
H -0.911 -3.240 -4.082
H -3.589 -0.234 4.505
H -4.152 -0.931 6.810
H -2.573 -2.322 8.105
H -0.437 -3.030 7.084
H 0.118 -2.345 4.776
C 2.520 0.555 1.350
C 2.210 -0.600 2.147
C 3.145 -1.590 1.842
C 4.064 -1.071 0.910
C 3.677 0.232 0.593
H 2.262 1.573 1.627
H 1.531 -0.617 2.989
H 3.187 -2.578 2.281
H 4.915 -1.599 0.498
H 4.200 0.911 -0.067
N 1.998 -1.967 -1.032
H 1.904 -2.082 -2.035
H 1.880 -2.878 -0.604
H 2.947 -1.679 -0.818
*
```